No. 1
Entry from the OMol25 dataset: a structure of composition C38H47N11OS2Zr in a non-equilibrium geometry (the ωB97M-V functional and the def2-TZVPD basis).

Structure (XYZ):
```
100
Properties=species:S:1:pos:R:3:forces:R:3
Zr 0.32622 0.09063 0.37200 0.657 -1.981 2.116
C -1.98594 3.33557 2.59906 0.049 0.024 -0.213
C -1.23733 2.58230 1.53999 -1.177 -2.493 1.242
N -1.27686 1.24997 1.48005 -0.245 2.421 0.361
N -2.06691 0.58414 2.39064 -0.307 0.548 0.843
C -2.69751 -0.55254 2.03104 -0.187 -0.563 -0.265
N -3.41504 -1.23115 2.93326 0.416 0.645 -0.201
S -2.60722 -1.06098 0.43961 0.109 0.147 -0.223
C -0.47840 3.24617 0.51891 1.388 0.790 -1.868
C -0.44052 4.64900 0.35588 -0.406 -0.915 0.513
C 0.28294 5.21039 -0.66724 0.519 -0.355 -0.672
C 0.97460 4.37055 -1.54486 -0.487 0.440 0.538
C 0.89580 3.00938 -1.33140 -0.007 -0.408 -0.138
N 0.21267 2.43576 -0.34043 -0.820 1.392 0.593
H -1.61706 3.08915 3.59583 0.086 -0.096 0.025
H -3.05046 3.10020 2.56218 -0.040 -0.081 -0.036
H -1.88309 4.40634 2.48041 -0.025 0.030 0.036
H -2.23888 0.99088 3.30821 0.301 -0.024 -0.328
H -3.52532 -0.93093 3.88685 0.001 -0.037 0.112
H -3.89186 -2.06212 2.62300 0.020 0.013 0.038
H -0.98864 5.29734 1.01716 -0.060 0.025 0.100
H 0.31223 6.28011 -0.79884 -0.031 0.118 0.017
H 1.52924 4.77226 -2.37799 0.094 -0.039 -0.048
H 1.41741 2.33409 -2.00463 -0.075 0.019 0.100
N 4.35577 0.49373 -1.43001 -0.423 0.232 0.426
C 4.05607 -0.63487 -2.13338 -0.386 -0.362 -0.093
C 2.82747 -1.03865 -1.70005 0.388 -0.229 -0.311
N 2.36208 -0.17751 -0.74227 0.562 0.874 0.035
C 3.31830 0.74152 -0.59327 0.168 -0.504 -0.461
C 3.20190 1.82126 0.33150 -0.141 0.443 0.759
N 2.15817 1.92950 1.14453 0.704 -0.581 -0.742
C 2.34550 3.09081 1.82525 0.264 0.270 0.013
C 3.51822 3.68028 1.43803 -0.472 0.110 0.254
N 4.05216 2.87238 0.48439 -0.135 -0.464 -0.153
H 5.19967 1.03327 -1.53228 0.018 -0.047 0.075
H 4.72387 -1.04126 -2.86439 0.100 -0.137 -0.118
H 2.26584 -1.89664 -2.00839 -0.066 -0.132 0.013
H 1.64367 3.44091 2.55331 -0.088 0.054 0.228
H 3.99164 4.58328 1.75751 0.152 0.212 0.097
H 4.92958 3.03084 0.01690 -0.006 -0.014 0.022
S -2.49318 1.53527 -5.91136 -0.440 -0.126 -0.094
C -1.81864 1.09785 -4.34463 0.152 -0.051 0.310
C -0.48623 0.70180 -4.23798 -0.259 0.104 0.030
C 0.02196 0.37549 -2.99666 0.092 -0.097 0.092
N -0.66745 0.47651 -1.85152 -0.204 0.207 -0.755
C -1.93036 0.91257 -1.96148 -0.162 0.151 0.052
C -2.55302 1.18503 -3.16378 0.251 -0.007 -0.091
C -3.84924 0.33966 -5.95981 0.538 0.227 -0.100
C -3.52484 -0.95733 -6.32568 -0.252 -0.121 -0.010
C -4.56315 -1.87030 -6.45322 0.547 -0.031 -0.015
N -5.82464 -1.55684 -6.23485 -0.507 -0.437 -0.054
C -6.12134 -0.32168 -5.88682 -0.026 0.456 0.140
C -5.16873 0.68338 -5.73213 -0.028 -0.108 -0.046
H 0.12628 0.62840 -5.12108 0.126 -0.076 -0.096
H 1.03631 0.00050 -2.91846 -0.090 0.053 -0.035
H -2.47107 1.06449 -1.03388 0.049 -0.101 -0.142
H -3.58571 1.49239 -3.18116 -0.123 0.068 0.032
H -2.50377 -1.24060 -6.52836 0.077 -0.024 -0.053
H -4.36926 -2.89090 -6.75609 0.068 -0.067 -0.009
H -7.17215 -0.11819 -5.73199 -0.066 0.124 0.045
H -5.46025 1.68653 -5.46555 -0.005 0.118 0.004
C -1.11765 -4.11214 -2.38272 0.228 0.228 0.183
C -0.30551 -2.83357 -2.51175 0.071 -0.169 -0.423
O -0.26222 -2.08793 -1.28490 -0.355 -0.263 0.280
H -1.10053 -4.66326 -3.31790 -0.052 0.012 -0.161
H -2.15151 -3.88253 -2.13416 -0.178 -0.020 0.004
H -0.71128 -4.76337 -1.61215 0.053 -0.009 0.058
H -0.73241 -2.19927 -3.30020 0.120 -0.058 0.043
H 0.72186 -3.08408 -2.78654 -0.023 0.116 0.040
H -1.14168 -2.22446 -0.89364 0.375 0.026 0.152
C 0.62676 1.28853 4.20343 0.216 0.075 -0.065
C 1.78454 0.41691 4.67120 0.028 0.073 -0.232
C 3.12985 0.89693 4.12002 -0.137 -0.048 0.100
C 1.63918 -1.05160 4.34412 -0.282 -0.019 -0.776
C 2.06205 -1.89840 5.35137 0.017 -0.465 0.162
C 2.11428 -3.27193 5.20106 -0.105 0.204 -0.268
C 1.72826 -3.81129 3.98619 0.160 0.013 0.450
C 1.28912 -3.02447 2.94580 -0.200 0.813 -0.324
C 0.89687 -3.75108 1.68513 -0.055 0.170 -0.116
C -0.58365 -3.52008 1.40597 0.280 0.080 0.072
C 1.79781 -3.31855 0.53202 -0.063 -0.007 0.127
C 1.22222 -1.57562 3.05563 0.963 -2.009 2.826
N 0.82596 -0.81088 2.04627 -1.272 2.509 -4.280
H 0.76187 2.30056 4.58136 -0.025 0.207 0.062
H -0.30122 0.89428 4.61510 -0.193 -0.014 -0.039
H 0.59012 1.29528 3.11209 -0.093 0.015 0.329
H 1.83246 0.50999 5.76237 -0.032 -0.101 -0.123
H 3.16784 0.74252 3.04296 0.059 -0.026 0.000
H 3.93405 0.32904 4.58115 0.106 -0.015 -0.001
H 3.27766 1.95079 4.34374 0.108 0.192 -0.016
H 2.37769 -1.47118 6.29258 0.006 0.108 0.089
H 2.44997 -3.90509 6.00259 0.077 -0.113 0.178
H 1.77456 -4.88130 3.84625 -0.024 -0.118 -0.039
H 1.04999 -4.82216 1.84881 0.031 0.088 0.040
H -0.74145 -2.44518 1.27536 -0.078 -0.577 0.127
H -1.17401 -3.87242 2.24829 -0.134 0.017 0.109
H -0.91060 -4.05566 0.52011 -0.098 -0.041 -0.158
H 1.68620 -2.23776 0.38365 0.246 -0.540 -0.042
H 1.53751 -3.85327 -0.37631 -0.038 -0.020 -0.249
H 2.83354 -3.54570 0.77612 0.142 0.077 -0.012
```
Forces are in eV/Å.

Its molar mass is 829.228 g/mol. The lowest unoccupied orbital energy (alpha / beta) is -6.568 / -6.568 eV. As for the total charge: +2. The value obtained for the orbital gap (alpha / beta) is 4.6 / 4.6 eV. Its spin multiplicity is 1.

---

No. 2
Entry from the OMol25 dataset: a structure of composition C38H48N3ORuSTe (the ωB97M-V functional and the def2-TZVPD basis).

Structure (XYZ):
```
93
Properties=species:S:1:pos:R:3:forces:R:3
Ru 0.13967 -1.27568 -0.63530 -0.210 -0.057 0.292
C -3.09544 3.02192 0.22327 -0.048 0.016 -0.080
C -2.88893 1.77767 1.09160 0.001 -0.034 0.005
C -3.26394 2.08130 2.54542 -0.043 -0.052 0.035
C -3.67129 0.59818 0.52399 -0.051 0.151 0.032
C -5.02609 0.79280 0.25846 0.022 -0.027 -0.041
C -5.78394 -0.18470 -0.35460 0.026 0.001 0.014
C -5.17662 -1.37160 -0.72889 0.031 -0.032 -0.009
C -3.83231 -1.62710 -0.47015 -0.044 -0.062 0.059
C -3.28745 -2.95836 -0.96930 0.086 0.050 0.067
C -2.68317 -3.85641 0.11731 -0.085 0.000 -0.070
C -2.33746 -2.75617 -2.15084 -0.087 -0.128 0.089
C -3.09178 -0.64058 0.20379 0.308 -0.026 -0.020
N -1.70889 -0.85040 0.58081 -0.289 -0.018 -0.131
C -1.49801 -0.91517 1.85308 0.032 0.109 0.148
C -0.25525 -0.84447 2.58314 -0.280 -0.188 0.071
C -0.35868 -1.18440 3.95460 -0.075 -0.013 -0.127
C 0.69466 -1.08357 4.81960 0.160 0.087 -0.089
C 1.91538 -0.59706 4.31187 -0.043 -0.076 0.039
C 2.04766 -0.22404 3.00043 -0.018 -0.066 0.006
C 0.97490 -0.33770 2.07020 0.111 0.142 -0.131
N 1.10094 0.04125 0.77359 0.332 0.113 0.095
C 2.16181 0.94704 0.45771 -0.150 -0.222 0.154
C 3.21696 0.56974 -0.39396 0.035 -0.055 -0.040
C 4.26128 1.46336 -0.61821 -0.026 -0.022 -0.018
C 4.27706 2.71497 -0.03203 -0.044 0.016 0.051
C 3.21437 3.09684 0.77071 -0.011 0.029 -0.028
C 2.14696 2.24025 1.01557 -0.054 0.113 0.017
C 0.98035 2.75629 1.84576 0.070 0.035 -0.011
C 1.40187 3.15869 3.26127 0.056 0.030 0.061
C 0.30853 3.93414 1.13714 0.022 0.051 -0.059
C 3.29383 -0.80161 -1.04159 0.099 0.111 0.038
C 3.57120 -0.74000 -2.54165 0.086 0.005 0.001
C 4.29388 -1.70629 -0.32242 0.089 0.024 0.046
H -2.49410 3.84959 0.59717 0.020 0.008 0.020
H -4.13944 3.34602 0.23003 0.066 -0.009 -0.005
H -2.80392 2.83077 -0.81247 -0.014 -0.008 0.059
H -1.82589 1.53966 1.06168 0.065 -0.069 -0.054
H -4.30349 2.41631 2.61661 0.052 -0.025 -0.006
H -2.62649 2.87539 2.94416 -0.038 -0.028 -0.029
H -3.15544 1.20459 3.18950 0.029 0.042 -0.044
H -5.48433 1.73941 0.52236 0.015 -0.071 -0.008
H -6.83480 -0.01822 -0.55822 0.031 -0.017 0.011
H -5.75790 -2.13553 -1.23481 0.019 0.042 0.026
H -4.15824 -3.48771 -1.35689 -0.090 -0.039 -0.023
H -1.72750 -3.48126 0.47497 0.033 0.070 -0.010
H -2.51801 -4.86137 -0.28314 -0.018 0.049 0.010
H -3.35640 -3.94489 0.97353 0.003 0.007 -0.050
H -1.38053 -2.35691 -1.81075 0.016 -0.017 -0.091
H -2.73889 -2.05250 -2.88075 -0.038 -0.047 0.001
H -2.10769 -3.69942 -2.65388 -0.051 0.011 0.048
H -2.38280 -1.00263 2.48871 -0.008 0.046 0.053
H -1.32011 -1.53613 4.31873 0.047 0.024 -0.039
H 0.58843 -1.35481 5.86133 0.032 0.003 -0.034
H 2.77432 -0.51655 4.96936 -0.027 0.012 -0.016
H 2.99682 0.14702 2.63433 -0.017 -0.002 0.049
H 5.08633 1.16523 -1.25707 -0.054 0.016 0.043
H 5.10468 3.39051 -0.20624 -0.007 0.012 -0.003
H 3.20771 4.08984 1.21010 0.001 -0.066 -0.027
H 0.24435 1.95954 1.93219 -0.037 -0.020 -0.018
H 2.05954 4.03348 3.24259 -0.026 -0.054 -0.008
H 1.92887 2.34739 3.76715 -0.043 0.062 -0.034
H 0.52507 3.41859 3.86224 0.042 -0.009 -0.056
H 1.01181 4.76167 1.00244 -0.054 -0.051 0.005
H -0.53095 4.30725 1.72870 -0.003 -0.010 0.008
H -0.06452 3.64487 0.15107 0.028 -0.006 0.034
H 2.31979 -1.26855 -0.92607 -0.009 -0.134 0.004
H 4.52157 -0.24615 -2.75711 -0.015 -0.047 -0.005
H 2.77902 -0.19788 -3.05861 -0.013 0.031 -0.001
H 3.61454 -1.75023 -2.95717 -0.018 0.048 0.027
H 5.28815 -1.25107 -0.32449 0.000 -0.043 -0.013
H 4.36536 -2.68215 -0.81498 -0.037 0.071 0.037
H 4.00400 -1.86707 0.71877 0.012 0.032 -0.023
N 2.06918 -4.73672 -2.64707 -0.103 0.044 0.121
C 1.35972 -3.88033 -1.88349 -0.034 0.071 -0.122
O 0.98519 -2.79859 -2.34098 0.080 0.100 -0.213
C 1.01707 -4.28756 -0.47629 0.108 -0.160 0.051
C 0.88422 -3.07493 0.42284 0.088 -0.132 -0.126
H 2.24494 -4.50439 -3.60911 0.003 0.016 -0.022
H 2.35310 -5.63148 -2.29261 0.011 -0.002 0.008
H 1.74775 -5.03047 -0.13327 -0.006 -0.043 0.025
H 0.05777 -4.81155 -0.55281 -0.026 -0.006 -0.024
H 1.85544 -2.77709 0.81980 0.078 -0.057 0.077
H 0.23315 -3.28285 1.27093 -0.012 -0.026 0.077
Te -0.28610 0.81741 -2.19976 -0.257 0.411 0.121
C -0.04752 2.18006 -3.74146 0.220 -0.220 -0.236
C 0.78467 2.12271 -4.82926 -0.004 0.162 -0.159
C 0.72280 3.29977 -5.62668 0.015 -0.103 0.090
C -0.15238 4.22108 -5.12435 0.025 0.028 -0.147
S -0.90209 3.66386 -3.69932 -0.035 0.112 0.072
H 1.41596 1.26972 -5.04607 -0.050 0.074 0.031
H 1.30306 3.45319 -6.52713 -0.039 0.001 0.054
H -0.39691 5.19295 -5.52940 0.033 -0.089 0.020
```
Forces are in eV/Å.

Its molar mass is 823.559 g/mol. The lowest unoccupied orbital energy (alpha / beta) is 0.313 / -1.369 eV. As for the total charge: 0. The value obtained for the orbital gap (alpha / beta) is 6.5 / 5.8 eV. Its spin multiplicity is 6.